# 1
{
  "formula": "C23H13F5MnN4Se",
  "method": "ωB97M-V with the def2-TZVPD basis set",
  "e_lumo_ev": [-1.33, -1.93],
  "multiplicity": 6,
  "homo_energy_ev": [-7.21, -7.64],
  "e_above_lowest_ev": 0.296,
  "elements": ["Mn", "C", "C", "C", "C", "C", "C", "N", "C", "C", "C", "C", "C", "C", "N", "N", "C", "C", "C", "C", "C", "N", "H", "H", "H", "H", "H", "H", "H", "H", "H", "H", "H", "H", "H", "F", "C", "C", "F", "C", "F", "C", "Se", "C", "F", "C", "F"],
  "positions_angstrom": [[-0.39, 0.67, -0.62], [-3.77, -3.15, -1.44], [-3.61, -1.79, -1.68], [-2.39, -1.19, -1.43], [-1.31, -1.93, -0.92], [-1.51, -3.27, -0.60], [-2.72, -3.87, -0.88], [-0.14, -1.20, -0.80], [1.11, -1.65, -1.15], [1.52, -2.94, -1.49], [2.83, -3.17, -1.87], [3.76, -2.14, -1.97], [3.38, -0.84, -1.70], [2.07, -0.58, -1.28], [1.51, 0.64, -1.05], [2.09, 1.76, -1.41], [1.25, 2.80, -1.40], [1.69, 4.09, -1.76], [0.78, 5.12, -1.80], [-0.56, 4.86, -1.49], [-0.93, 3.58, -1.14], [-0.07, 2.56, -1.09], [-4.70, -3.63, -1.68], [-4.43, -1.20, -2.07], [-2.22, -0.12, -1.69], [-0.73, -3.83, -0.11], [-2.87, -4.92, -0.66], [0.82, -3.76, -1.49], [3.14, -4.18, -2.09], [4.77, -2.36, -2.27], [4.06, 0.00, -1.80], [2.73, 4.23, -1.98], [1.09, 6.12, -2.07], [-1.30, 5.65, -1.50], [-1.96, 3.35, -0.89], [1.00, 0.01, 6.54], [0.40, 0.26, 5.37], [0.19, 1.57, 4.95], [0.58, 2.58, 5.73], [-0.44, 1.81, 3.74], [-0.65, 3.07, 3.34], [-0.84, 0.77, 2.90], [-1.76, 1.13, 1.29], [-0.63, -0.53, 3.34], [-1.02, -1.54, 2.55], [-0.01, -0.80, 4.56], [0.18, -2.06, 4.97]]
}

=====

# 2
{
  "formula": "C19H26BrN8O4",
  "method": "ωB97M-V with the def2-TZVPD basis set",
  "e_lumo_ev": -2.47,
  "multiplicity": 1,
  "homo_energy_ev": -11.46,
  "total_charge": 1,
  "elements": ["C", "C", "Br", "C", "N", "C", "N", "C", "N", "N", "C", "C", "N", "N", "H", "H", "H", "H", "H", "H", "H", "H", "H", "H", "H", "H", "H", "H", "H", "H", "C", "C", "C", "C", "C", "C", "N", "O", "O", "H", "H", "H", "H", "H", "C", "C", "C", "C", "C", "C", "N", "O", "O", "H", "H", "H", "H", "H"],
  "positions_angstrom": [[0.44, -1.15, -0.51], [0.33, -0.09, -1.62], [-0.04, 1.67, -0.89], [-0.65, -0.45, -2.76], [-1.90, 0.29, -2.80], [-2.93, -0.04, -2.03], [-2.95, -1.07, -1.19], [-4.13, -1.01, -0.60], [-4.53, -1.86, 0.39], [-4.88, 0.00, -1.05], [-6.22, 0.44, -0.69], [-6.79, 1.42, -1.69], [-6.11, 2.71, -1.60], [-4.08, 0.65, -1.97], [0.16, -0.73, 0.45], [-0.23, -1.98, -0.70], [1.47, -1.49, -0.47], [1.31, 0.01, -2.08], [-0.16, -0.28, -3.72], [-0.89, -1.51, -2.70], [-1.96, 1.10, -3.39], [-5.53, -1.82, 0.57], [-4.30, -2.82, 0.15], [-6.88, -0.43, -0.64], [-6.17, 0.89, 0.31], [-6.62, 1.04, -2.70], [-7.88, 1.46, -1.55], [-6.43, 3.34, -2.32], [-6.28, 3.16, -0.70], [-4.34, 1.51, -2.44], [0.65, 3.03, 3.67], [1.26, 2.96, 2.43], [2.36, 3.75, 2.15], [2.84, 4.60, 3.14], [2.25, 4.68, 4.38], [1.14, 3.89, 4.65], [4.02, 5.43, 2.85], [4.50, 5.36, 1.74], [4.43, 6.15, 3.74], [-0.21, 2.41, 3.89], [0.88, 2.30, 1.66], [2.85, 3.72, 1.19], [2.64, 5.36, 5.13], [0.67, 3.94, 5.62], [5.61, -6.02, 0.11], [5.74, -4.94, 0.98], [5.24, -3.70, 0.63], [4.61, -3.57, -0.60], [4.47, -4.62, -1.48], [4.98, -5.86, -1.11], [4.07, -2.25, -0.97], [4.22, -1.33, -0.20], [3.48, -2.16, -2.04], [6.00, -6.98, 0.40], [6.24, -5.06, 1.93], [5.34, -2.85, 1.29], [3.97, -4.48, -2.43], [4.88, -6.70, -1.78]]
}

=====

# 3
{
  "formula": "C12H20F9KNO9S3",
  "method": "ωB97M-V with the def2-TZVPD basis set",
  "e_lumo_ev": -0.06,
  "multiplicity": 1,
  "homo_energy_ev": -5.77,
  "e_above_lowest_ev": 1.873,
  "total_charge": -1,
  "elements": ["K", "C", "C", "C", "N", "C", "C", "C", "C", "C", "C", "H", "H", "H", "H", "H", "H", "H", "H", "H", "H", "H", "H", "H", "H", "H", "H", "H", "H", "H", "H", "C", "F", "F", "F", "S", "O", "O", "O", "C", "F", "F", "F", "S", "O", "O", "O", "C", "F", "F", "F", "S", "O", "O", "O"],
  "positions_angstrom": [[-0.57, 4.43, -3.22], [-8.92, -5.75, -1.92], [-7.82, -4.82, -2.30], [-7.97, -3.35, -1.66], [-6.72, -2.48, -1.89], [-6.92, -0.99, -1.24], [-5.82, -0.02, -1.60], [-5.69, 0.05, -3.14], [-5.36, -1.32, -3.86], [-6.48, -2.33, -3.45], [-5.40, -3.07, -1.19], [-8.93, -6.78, -2.27], [-9.90, -5.32, -2.12], [-8.99, -5.96, -0.86], [-7.86, -4.76, -3.39], [-6.86, -5.23, -2.00], [-7.92, -3.32, -0.57], [-8.82, -2.77, -2.02], [-7.88, -0.54, -1.51], [-6.83, -0.94, -0.16], [-6.10, 0.97, -1.24], [-4.95, -0.31, -1.02], [-6.66, 0.47, -3.41], [-4.85, 0.71, -3.37], [-5.48, -1.16, -4.93], [-4.33, -1.67, -3.88], [-7.42, -1.84, -3.71], [-6.34, -3.26, -4.00], [-5.74, -3.93, -0.62], [-4.80, -2.26, -0.79], [-4.80, -3.39, -2.05], [-7.13, 6.45, -3.27], [-6.68, 5.78, -4.31], [-7.81, 7.52, -3.72], [-7.98, 5.66, -2.51], [-5.64, 7.04, -2.12], [-5.16, 8.31, -2.63], [-6.33, 7.21, -0.78], [-4.74, 5.90, -2.22], [-3.62, 2.04, -8.86], [-3.29, 0.72, -8.99], [-4.05, 2.51, -10.09], [-4.50, 2.25, -7.92], [-2.06, 3.09, -8.32], [-1.25, 3.20, -9.56], [-2.58, 4.39, -7.82], [-1.34, 2.42, -7.24], [5.21, 6.78, -1.36], [5.76, 6.38, -2.48], [4.99, 5.83, -0.55], [5.94, 7.71, -0.77], [3.54, 7.77, -1.79], [3.03, 7.07, -3.00], [2.79, 7.53, -0.54], [3.81, 9.17, -2.12]]
}

=====

# 4
{
  "formula": "C19H27F6N5O6SbSc",
  "method": "ωB97M-V with the def2-TZVPD basis set",
  "e_lumo_ev": [-2.97, -6.31],
  "multiplicity": 2,
  "homo_energy_ev": [-12.22, -12.21],
  "e_above_lowest_ev": 0.795,
  "total_charge": 1,
  "elements": ["Sc", "O", "C", "O", "C", "C", "C", "C", "C", "O", "C", "C", "O", "O", "H", "H", "H", "H", "H", "H", "H", "H", "F", "Sb", "F", "F", "F", "F", "F", "N", "C", "O", "C", "C", "C", "C", "N", "C", "H", "H", "H", "H", "H", "H", "C", "N", "C", "C", "N", "N", "C", "C", "H", "H", "H", "H", "H", "H", "H", "H", "H", "H", "H", "H", "H"],
  "positions_angstrom": [[-1.18, 0.06, 0.17], [0.14, 3.55, -1.07], [-0.14, 2.83, -0.14], [0.15, 1.55, -0.10], [-0.91, 3.35, 1.07], [-0.62, 2.48, 2.30], [-1.25, 3.07, 3.56], [-2.75, 2.70, 3.38], [-2.73, 2.06, 2.00], [-1.46, 1.33, 2.03], [-2.46, 3.14, 0.94], [-2.92, 2.77, -0.45], [-3.53, 3.49, -1.18], [-2.59, 1.49, -0.81], [-0.66, 4.40, 1.21], [0.41, 2.16, 2.39], [-0.84, 2.62, 4.45], [-1.09, 4.15, 3.62], [-3.06, 1.98, 4.13], [-3.42, 3.56, 3.42], [-3.53, 1.36, 1.78], [-2.99, 4.06, 1.18], [-1.60, -0.52, -1.83], [-2.93, 0.76, -2.72], [-2.51, -0.88, 1.09], [-4.13, 1.97, -3.44], [-4.21, -0.30, -1.86], [-1.38, 1.72, -3.16], [-2.81, -0.30, -4.24], [1.47, 2.76, -3.65], [2.51, 1.91, -3.68], [3.40, 1.89, -4.51], [2.56, 0.92, -2.53], [3.76, 0.74, -1.87], [3.84, -0.17, -0.82], [2.70, -0.90, -0.51], [1.57, -0.73, -1.19], [1.46, 0.16, -2.17], [1.43, 3.47, -4.37], [0.92, 2.90, -2.80], [4.62, 1.31, -2.17], [4.75, -0.33, -0.27], [2.70, -1.63, 0.29], [0.51, 0.27, -2.67], [2.12, -3.37, 2.26], [0.93, -2.74, 1.67], [0.32, -1.68, 2.48], [0.55, -2.95, 0.41], [-0.13, -1.96, -0.21], [0.85, -4.09, -0.22], [0.79, -4.18, -1.68], [0.92, -5.37, 0.47], [2.69, -2.59, 2.76], [2.73, -3.82, 1.49], [1.85, -4.12, 3.00], [0.43, -1.95, 3.53], [-0.75, -1.61, 2.28], [0.83, -0.73, 2.32], [-0.47, -2.24, -1.13], [-0.21, -4.43, -2.03], [1.47, -4.97, -2.00], [1.12, -3.25, -2.14], [0.52, -5.28, 1.48], [1.93, -5.76, 0.51], [0.29, -6.08, -0.07]]
}

=====

| no. | E_tot (eV) |
| --- | --- |
| 1 | -140274.68480 |
| 2 | -110267.19092 |
| 3 | -105972.09149 |
| 4 | -83422.43678 |